A single C6H10N3O2P molecule in a non-equilibrium geometry. Source: the Open Molecules 2025 dataset; level of theory: ωB97M-V with the def2-TZVPD basis set.

Computed properties:
* E: -24235.98520 eV
* energy above the lowest of the compared OMol25 structures with the same formula, charge and spin: 40.1 kcal per mole
* gap between HOMO and LUMO: 0.352 hartree
* E_HOMO: -9.3099 eV

Structure (ORCA input):
```
! RIJCOSX wB97M-V def2-TZVPD def2/J DEFGRID3
* xyz 0 1
P -0.64 -0.25 -0.81
O -1.21 0.42 0.52
O -1.36 0.11 -2.02
N 2.11 -0.41 -1.69
N -0.89 -3.23 -0.71
N 3.58 0.80 0.76
C 4.38 0.04 0.23
C 2.15 0.68 0.49
C -2.57 0.94 0.61
C 1.51 0.03 -0.70
C -3.63 -0.10 0.79
C -0.82 -2.07 -0.57
H -3.60 -0.65 -0.14
H 5.39 0.35 0.54
H -3.44 -0.73 1.61
H 1.59 -0.70 -2.59
H 1.72 0.38 1.46
H -2.82 1.51 -0.32
H 1.57 1.63 0.50
H -2.54 1.73 1.50
H -4.59 0.30 1.02
H 4.12 -0.78 -0.50
*
```

Löwdin population analysis, charges in e, atoms 1 to 5: number 1, P, carries 0.618; number 2, O, carries -0.284; number 3, O, carries -0.294; number 4, N, carries 0.095; number 5, N, carries 0.099

2 unconnected molecules or ions with the total composition C6H10N4 in a non-equilibrium geometry. Source: the Open Molecules 2025 dataset; level of theory: ωB97M-V with the def2-TZVPD basis set.

Computed properties:
* E: -12323.72445 eV
* energy above the lowest of the compared OMol25 structures with the same formula, charge and spin: 72.2 kcal per mole
* gap between HOMO and LUMO: 0.234 hartree
* E_HOMO: -15.6231 eV

Structure (ORCA input):
```
! RIJCOSX wB97M-V def2-TZVPD def2/J DEFGRID3
* xyz 2 1
N -0.91 2.00 0.66
N -3.60 -1.08 -0.41
N 2.31 0.80 -0.63
N -1.45 -0.05 -0.36
C 3.34 -0.14 -0.68
C -0.56 0.83 0.25
C 1.43 0.14 0.08
C -2.77 -0.15 -0.11
C 1.87 -0.94 0.81
C 3.14 -1.16 0.23
H 1.28 -1.34 1.63
H -3.49 -1.75 -1.19
H 2.17 1.49 -1.29
H -0.94 -0.77 -0.89
H -1.90 2.21 0.66
H 4.21 -0.27 -1.25
H 3.85 -1.96 0.35
H -4.49 -1.07 0.20
H -3.05 0.64 0.59
H -0.44 2.58 1.35
*
```

Löwdin population analysis, charges in e, atoms 1 to 5: number 1, N, carries 0.246; number 2, N, carries 0.258; number 3, N, carries 0.108; number 4, N, carries 0.129; number 5, C, carries -0.042

A single C6H10N4O molecule in a non-equilibrium geometry. Source: the Open Molecules 2025 dataset; level of theory: ωB97M-V with the def2-TZVPD basis set.

Computed properties:
* E: -14387.58985 eV
* energy above the lowest of the compared OMol25 structures with the same formula, charge and spin: 0.0 kcal per mole
* gap between HOMO and LUMO (alpha / beta): 0.218 / 0.279 hartree
* E_HOMO (alpha / beta): -5.0952 / -9.1605 eV
* expectation value of S²: 2.017

Structure (ORCA input):
```
! RIJCOSX wB97M-V def2-TZVPD def2/J DEFGRID3
* xyz 0 3
O -0.01 -1.29 -1.52
N -1.76 -0.41 0.61
N 1.59 0.10 -0.74
N -2.25 -1.56 0.00
N -0.14 1.20 1.15
C 1.11 1.65 1.00
C -2.87 0.27 1.41
C 2.04 1.11 0.12
C 0.36 -0.45 -0.67
C 2.54 -0.34 -1.78
C -0.54 0.08 0.49
H -3.52 0.85 0.76
H -3.41 -0.60 1.80
H 3.56 -0.34 -1.28
H 2.49 0.41 -2.66
H -2.37 0.82 2.27
H -1.83 -2.39 0.43
H 1.37 2.53 1.51
H 3.09 1.16 0.06
H -1.64 -1.45 -0.90
H 2.20 -1.33 -2.06
*
```

Löwdin population analysis, charges in e, atoms 1 to 5: number 1, O, carries 0.003; number 2, N, carries -0.195; number 3, N, carries -0.106; number 4, N, carries 0.065; number 5, N, carries 0.096

A single C6H10N4O2 molecule in a non-equilibrium geometry. Source: the Open Molecules 2025 dataset; level of theory: ωB97M-V with the def2-TZVPD basis set.

Computed properties:
* E: -16436.27709 eV
* energy above the lowest of the compared OMol25 structures with the same formula, charge and spin: 72.5 kcal per mole
* gap between HOMO and LUMO: 0.322 hartree
* E_HOMO: -8.4892 eV

Structure (ORCA input):
```
! RIJCOSX wB97M-V def2-TZVPD def2/J DEFGRID3
* xyz 0 1
O 0.36 -2.29 1.18
O 2.45 1.45 -0.09
N -2.21 0.91 0.11
N 2.65 -0.04 -1.72
N 1.50 -1.75 0.73
N -0.73 -1.71 0.53
C -3.24 1.68 -0.54
C 1.12 -0.63 0.13
C -0.32 -0.61 0.00
C -1.28 0.21 -0.77
C -1.57 1.38 1.34
C 2.13 0.36 -0.51
H -3.87 2.14 0.28
H 2.43 -0.94 -2.04
H -0.69 1.97 1.22
H -1.94 -0.34 -1.44
H -3.88 1.12 -1.18
H -2.39 1.97 1.85
H -0.69 0.91 -1.37
H -1.31 0.52 1.92
H -2.82 2.52 -1.06
H 3.17 0.56 -2.34
*
```

Löwdin population analysis, charges in e, atoms 1 to 5: number 1, O, carries -0.061; number 2, O, carries 0.060; number 3, N, carries -0.277; number 4, N, carries 0.169; number 5, N, carries 0.129

2 unconnected molecules or ions with the total composition C6H10N4S in a non-equilibrium geometry. Source: the Open Molecules 2025 dataset; level of theory: ωB97M-V with the def2-TZVPD basis set.

Computed properties:
* E: -23175.48824 eV
* energy above the lowest of the compared OMol25 structures with the same formula, charge and spin: 107.0 kcal per mole
* gap between HOMO and LUMO (alpha / beta): 0.319 / 0.319 hartree
* E_HOMO (alpha / beta): -8.5359 / -8.5351 eV

Structure (ORCA input):
```
! RIJCOSX wB97M-V def2-TZVPD def2/J DEFGRID3
* xyz 0 1
S -3.86 -0.77 0.37
N -3.13 -1.04 1.82
N 0.25 -0.92 -1.24
N 1.57 -1.28 -1.58
N -1.86 -1.10 1.76
C 0.07 1.79 -0.13
C 2.19 0.96 0.68
C -2.35 -0.87 -0.46
C 0.00 -1.11 0.02
C -1.38 -0.99 0.48
C 0.87 0.94 0.81
H -0.66 2.40 0.39
H 0.68 2.53 -0.70
H 2.64 1.39 -0.33
H 0.63 -1.54 0.87
H 2.85 0.60 1.47
H -2.41 -0.73 -1.54
H -0.53 1.14 -0.83
H 1.73 -1.08 -2.58
H 0.42 0.66 1.64
H 2.26 -0.97 -0.93
*
```

Löwdin population analysis, charges in e, atoms 1 to 5: number 1, S, carries 0.983; number 2, N, carries -0.368; number 3, N, carries -0.025; number 4, N, carries 0.022; number 5, N, carries -0.029

A molecular structure, C6H10N5 in a non-equilibrium geometry. Source: the Open Molecules 2025 dataset; level of theory: ωB97M-V with the def2-TZVPD basis set.

Computed properties:
* E: -13823.39500 eV
* energy above the lowest of the compared OMol25 structures with the same formula, charge and spin: 106.7 kcal per mole
* gap between HOMO and LUMO: 0.231 hartree
* E_HOMO: -12.9826 eV

Structure (ORCA input):
```
! RIJCOSX wB97M-V def2-TZVPD def2/J DEFGRID3
* xyz 1 1
N 0.37 -1.22 0.04
N -3.87 0.75 0.13
N -1.96 -2.22 0.12
N -3.11 -0.14 -0.19
N -0.47 -0.24 0.08
C 2.82 -1.49 0.05
C 0.08 0.98 0.13
C -0.66 2.25 0.20
C -2.22 -0.96 0.08
C 1.59 -0.68 0.07
C 1.45 0.72 0.13
H -2.66 -2.95 0.01
H -0.95 -2.43 0.12
H -1.35 2.26 1.04
H 3.69 -0.84 0.08
H -4.35 1.19 -0.67
H 2.87 -2.09 -0.86
H -1.23 2.42 -0.72
H 2.23 1.45 0.17
H 2.86 -2.17 0.90
H 0.04 3.08 0.31
*
```

Löwdin population analysis, charges in e, atoms 1 to 5: number 1, N, carries 0.047; number 2, N, carries 0.269; number 3, N, carries 0.213; number 4, N, carries 0.080; number 5, N, carries 0.030

A gas-phase ion, C6H10N5S (charge +1) in a non-equilibrium geometry. Source: the Open Molecules 2025 dataset; level of theory: ωB97M-V with the def2-TZVPD basis set.

Computed properties:
* E: -24657.94529 eV
* energy above the lowest of the compared OMol25 structures with the same formula, charge and spin: 101.3 kcal per mole
* gap between HOMO and LUMO: 0.298 hartree
* E_HOMO: -13.4154 eV

Structure (ORCA input):
```
! RIJCOSX wB97M-V def2-TZVPD def2/J DEFGRID3
* xyz 1 1
S -1.71 -0.39 -3.68
N -0.10 -0.32 -0.08
N -0.70 -0.21 -1.25
N 0.26 2.10 -5.79
N -2.25 -1.96 -1.56
N 0.35 0.80 -2.57
C 0.13 1.52 -4.83
C -0.33 0.75 0.92
C -0.19 0.72 -3.68
C 1.15 -0.96 -0.03
C 0.61 1.94 0.67
C -1.53 -0.93 -2.03
H -2.92 -2.41 -2.12
H 1.20 -1.48 0.91
H 0.31 2.75 1.49
H 1.66 1.50 0.91
H -1.32 0.96 1.03
H 1.91 -0.33 -0.38
H -2.17 -2.17 -0.59
H 0.50 2.56 -0.31
H 0.07 0.22 1.90
H 1.14 -1.94 -0.64
*
```

Löwdin population analysis, charges in e, atoms 1 to 5: number 1, S, carries 1.075; number 2, N, carries -0.201; number 3, N, carries 0.045; number 4, N, carries 0.230; number 5, N, carries 0.183

2 unconnected molecules or ions with the total composition C6H10N7 in a non-equilibrium geometry. Source: the Open Molecules 2025 dataset; level of theory: ωB97M-V with the def2-TZVPD basis set.

Computed properties:
* E: -16806.44220 eV
* energy above the lowest of the compared OMol25 structures with the same formula, charge and spin: 13.5 kcal per mole
* gap between HOMO and LUMO: 0.380 hartree
* E_HOMO: -14.4649 eV

Structure (ORCA input):
```
! RIJCOSX wB97M-V def2-TZVPD def2/J DEFGRID3
* xyz 1 1
N 1.48 -1.35 -0.40
N -1.28 -1.01 -0.78
N 1.24 -0.22 0.31
N -1.26 0.01 0.15
N 3.37 -0.89 0.67
N -0.35 1.86 1.05
N -2.89 -1.38 0.66
C 2.41 0.00 0.95
C -0.32 1.65 -1.40
C -0.32 1.00 0.02
C -2.30 -0.26 1.00
C 2.79 -1.68 -0.23
C -2.27 -1.78 -0.42
H -0.76 1.72 1.94
H 2.77 0.73 1.64
H -0.42 0.80 -2.07
H -0.18 2.81 0.75
H -2.48 -2.58 -0.98
H 0.68 2.05 -1.47
H 3.23 -2.49 -0.78
H 0.63 -1.71 -0.87
H -1.12 2.30 -1.51
H -2.65 0.38 1.79
*
```

Löwdin population analysis, charges in e, atoms 1 to 5: number 1, N, carries 0.082; number 2, N, carries 0.092; number 3, N, carries 0.055; number 4, N, carries -0.070; number 5, N, carries 0.110

A gas-phase ion, C6H10NO (charge -1) in a non-equilibrium geometry. Source: the Open Molecules 2025 dataset; level of theory: ωB97M-V with the def2-TZVPD basis set.

Computed properties:
* E: -9915.26707 eV
* energy above the lowest of the compared OMol25 structures with the same formula, charge and spin: 23.5 kcal per mole
* gap between HOMO and LUMO (alpha / beta): 0.106 / 0.278 hartree
* E_HOMO (alpha / beta): 1.3393 / -3.8227 eV
* expectation value of S²: 2.007

Structure (ORCA input):
```
! RIJCOSX wB97M-V def2-TZVPD def2/J DEFGRID3
* xyz -1 3
O 1.70 -1.79 0.41
N 1.36 -0.47 0.60
C -0.27 -1.14 -1.12
C -0.18 1.27 -0.19
C -1.32 -0.58 1.10
C 1.06 1.67 -0.39
C -0.24 -0.21 0.05
C 2.04 0.52 -0.32
H -1.14 1.78 -0.25
H 1.27 2.70 -0.61
H 2.11 0.11 -1.37
H -1.27 0.32 1.88
H -0.95 -1.45 1.51
H -1.38 -1.45 -1.15
H 0.46 -1.90 -1.01
H -0.01 -0.63 -2.13
H -2.40 -0.52 0.88
H 2.95 0.90 0.27
*
```

Löwdin population analysis, charges in e, atoms 1 to 5: number 1, O, carries -0.186; number 2, N, carries -0.101; number 3, C, carries -0.103; number 4, C, carries -0.243; number 5, C, carries -0.091

A gas-phase ion, C6H10NO (charge +1) in a non-equilibrium geometry. Source: the Open Molecules 2025 dataset; level of theory: ωB97M-V with the def2-TZVPD basis set.

Computed properties:
* E: -9911.59560 eV
* energy above the lowest of the compared OMol25 structures with the same formula, charge and spin: 64.5 kcal per mole
* gap between HOMO and LUMO: 0.338 hartree
* E_HOMO: -13.7601 eV

Structure (ORCA input):
```
! RIJCOSX wB97M-V def2-TZVPD def2/J DEFGRID3
* xyz 1 1
O -1.81 -2.30 0.47
N 1.62 -0.46 -0.60
C -2.02 0.99 -0.69
C -1.50 -1.26 0.13
C 2.27 -1.49 -0.26
C 1.42 0.79 0.28
C -1.00 0.00 -0.23
C -0.02 0.48 0.87
H -2.85 1.10 0.07
H -0.57 1.35 1.29
H 1.26 1.63 -0.38
H -1.58 1.90 -0.83
H 2.29 0.94 0.95
H 2.36 -2.17 -1.03
H 0.15 -0.26 1.83
H 2.66 -1.54 0.73
H -0.14 -0.39 -1.09
H -2.54 0.69 -1.51
*
```

Löwdin population analysis, charges in e, atoms 1 to 5: number 1, O, carries 0.373; number 2, N, carries -0.079; number 3, C, carries 0.000; number 4, C, carries 0.038; number 5, C, carries 0.026